75
Properties=species:S:1:pos:R:3:lowdin_charge:R:1 method="wB97M-V/def2-TZVPD" homo_ev=-9.585 homo_lumo_gap_ev=7.7
C 4.102 2.052 1.696 -0.074
C 3.930 3.096 0.404 -0.355
N 4.965 3.074 -0.538 0.060
C 2.594 4.079 0.218 -0.368
P 1.213 3.126 -0.711 0.852
S -0.215 2.239 0.629 0.630
O -0.662 0.883 -0.045 -0.406
O 0.428 1.951 2.013 -0.404
C -1.794 3.233 0.861 -0.304
F -2.167 4.064 -0.313 0.011
F -1.756 3.986 2.149 0.012
F -2.909 2.228 1.018 -0.006
H 4.182 0.969 1.222 0.082
H 3.145 2.061 2.366 0.068
H 5.103 2.224 2.289 0.091
H 5.645 2.376 -0.153 0.031
H 2.257 4.583 1.220 0.101
H 2.958 4.934 -0.532 0.101
H 1.913 1.974 -1.295 -0.027
C -4.419 -4.097 0.204 0.075
C -5.114 -2.982 -0.034 -0.208
C -4.452 -1.754 -0.553 -0.295
O -5.120 -0.751 -0.779 0.108
C -2.998 -1.794 -0.772 0.070
C -2.303 -2.908 -0.531 -0.202
C -2.969 -4.144 -0.038 -0.304
O -2.306 -5.158 0.156 0.103
O -0.935 -2.952 -0.732 0.070
O -6.477 -2.929 0.194 0.077
H -4.888 -4.998 0.579 0.136
H -2.527 -0.889 -1.132 0.111
H -0.665 -3.864 -0.489 0.117
H -6.748 -2.019 -0.055 0.116
C -0.952 -0.557 -5.482 0.084
C -0.082 0.037 -6.302 -0.207
C 1.193 0.613 -5.792 -0.302
O 1.981 1.135 -6.572 0.110
C 1.456 0.533 -4.347 0.082
C 0.584 -0.057 -3.526 -0.183
C -0.677 -0.657 -4.040 -0.279
O -1.450 -1.210 -3.264 0.113
O 0.823 -0.133 -2.167 -0.002
O -0.334 0.138 -7.658 0.081
H -1.881 -0.981 -5.840 0.139
H 2.378 0.972 -3.987 0.128
H 0.049 -0.606 -1.791 0.090
H 0.443 0.605 -8.034 0.117
C -3.500 1.637 4.247 0.084
C -3.597 0.383 4.694 -0.201
C -4.066 0.087 6.076 -0.306
O -4.163 -1.076 6.451 0.105
C -4.395 1.224 6.949 0.076
C -4.295 2.478 6.504 -0.208
C -3.852 2.772 5.114 -0.299
O -3.787 3.934 4.727 0.105
O -4.600 3.552 7.321 0.078
O -3.265 -0.690 3.886 0.082
H -3.162 1.866 3.245 0.109
H -4.718 0.996 7.957 0.137
H -4.449 4.350 6.769 0.116
H -3.421 -1.488 4.436 0.115
C 4.342 -3.419 -0.804 0.080
C 3.647 -2.305 -1.041 -0.198
C 4.309 -1.076 -1.560 -0.297
O 3.641 -0.073 -1.787 0.076
C 5.763 -1.117 -1.779 0.077
C 6.458 -2.230 -1.539 -0.207
C 5.792 -3.466 -1.046 -0.306
O 6.455 -4.480 -0.851 0.107
O 7.826 -2.274 -1.739 0.081
O 2.284 -2.252 -0.814 0.081
H 3.873 -4.320 -0.428 0.139
H 6.234 -0.211 -2.140 0.137
H 8.095 -3.187 -1.496 0.117
H 2.013 -1.341 -1.063 0.081

---

59
Properties=species:S:1:pos:R:3:lowdin_charge:R:1 method="wB97M-V/def2-TZVPD" homo_ev="0.495 / 0.489" charge=-2 relative_energy_kj_mol=5.41 homo_lumo_gap_ev="3.6 / 3.7"
Sr -0.776 1.674 1.328 0.846
S -2.282 -3.141 -2.318 0.978
C -2.289 -4.727 -3.006 -0.472
C -1.029 -5.103 -3.352 -0.247
C -0.041 -4.127 -3.058 -0.167
C -0.545 -2.983 -2.460 -0.489
C 0.152 -1.819 -2.013 -0.268
C -0.412 -0.913 -1.115 -0.188
N 0.147 0.173 -0.621 -0.050
C 1.449 0.522 -1.048 -0.200
C 2.131 -0.394 -1.953 -0.188
C 3.475 -0.051 -2.368 -0.060
C 4.065 1.084 -1.964 -0.060
C 3.393 2.021 -1.090 -0.187
C 3.978 3.189 -0.713 -0.013
C 3.295 4.109 0.158 -0.266
C 2.040 3.685 0.596 -0.159
N 1.418 2.568 0.270 -0.065
C 2.057 1.678 -0.623 -0.200
C 3.882 5.352 0.561 -0.491
C 5.094 5.900 0.174 -0.170
C 5.380 7.151 0.781 -0.250
C 4.413 7.576 1.634 -0.477
S 3.098 6.452 1.673 0.988
C 1.510 -1.519 -2.402 -0.015
H -3.204 -5.290 -3.091 0.038
H -0.806 -6.066 -3.795 0.083
H 1.016 -4.269 -3.235 0.084
H -1.422 -1.117 -0.753 0.062
H 3.989 -0.742 -3.030 0.097
H 5.069 1.337 -2.293 0.097
H 4.975 3.415 -1.077 0.092
H 1.489 4.327 1.286 0.092
H 5.758 5.411 -0.524 0.081
H 6.288 7.712 0.594 0.083
H 4.385 8.478 2.223 0.038
H 2.039 -2.174 -3.087 0.094
C -3.998 -0.313 3.377 -0.323
P -3.065 -0.500 1.816 0.821
C -4.402 -0.109 0.616 -0.288
C -2.945 -2.330 1.635 -0.387
C -4.052 -3.178 1.645 -0.105
C -3.904 -4.543 1.449 -0.103
C -2.641 -5.084 1.235 -0.107
C -1.531 -4.255 1.232 -0.091
C -1.685 -2.889 1.438 -0.118
H -4.958 -0.835 3.343 0.030
H -4.142 0.761 3.511 -0.030
H -3.402 -0.678 4.212 0.032
H -5.308 -0.692 0.800 0.026
H -4.058 -0.295 -0.403 0.032
H -4.610 0.955 0.737 0.006
H -5.042 -2.765 1.801 0.090
H -4.775 -5.187 1.448 0.091
H -2.527 -6.146 1.054 0.094
H -0.546 -4.662 1.039 0.105
H -0.814 -2.243 1.413 0.094
Se -1.724 2.497 4.036 -0.410
S -3.046 3.112 2.275 -0.529

---

Number 1: E_tot -3528.72773 Eh. Number 2: E_tot -5158.48843 Eh.